1.
# C25H44MoO2P2

A structure of composition C25H44MoO2P2 (ωB97M-V/def2-TZVPD, OMol25).

The geometry in ORCA input format:
```
! wB97M-V def2-TZVPD RIJCOSX def2/J DEFGRID3
* xyz 2 3
C -0.08443 -0.83757 4.33654
O 2.24540 2.13757 1.73458
H 1.36137 1.10409 -5.20805
Mo 0.79331 -0.60314 2.27997
H 2.57707 3.68871 3.93534
H 2.71837 -2.88152 4.62561
H -1.06294 -2.31863 0.39143
C 2.07060 -2.09743 5.02792
C -0.59637 1.89813 -1.42493
H -3.14208 -0.54133 3.89673
C -2.78975 0.14428 -0.57811
C -2.83126 1.62808 -0.39003
H 1.73242 -2.40746 6.02680
H 0.10976 4.07936 -4.05016
H 1.22531 0.96795 -0.69771
H -1.67418 3.94575 -3.98843
C -2.49944 -0.31424 -2.04627
C -1.49999 -2.66150 1.34328
C 0.10791 -0.52793 -1.88993
H 2.67094 -1.18991 5.16323
H -2.04507 -0.32773 0.08416
H -1.26555 -1.88796 -2.86136
H 2.31468 -3.57139 2.31370
H -0.95410 0.76861 5.44974
H 3.29001 0.19891 -2.04373
H 1.64511 -2.45721 -4.46167
H 3.29668 -1.52993 -2.54743
H -1.01286 1.55983 -2.45799
H 3.68755 -0.24589 -3.73534
C 0.50232 -2.65004 3.00901
C -1.67340 0.91316 -5.28741
O 2.43502 1.59507 3.94661
H -2.12764 0.86771 3.59763
H 0.57223 -1.40224 -1.38178
P -0.63380 1.77840 -4.09094
C 0.96583 -1.60375 -4.59440
C 0.17697 0.68411 -0.86481
C -0.08199 0.11294 5.48391
H -0.81398 3.67409 -5.53571
H -1.45673 -3.75653 1.32735
H -1.50091 -0.17233 -5.29023
C -2.33665 -0.15263 3.25480
H 0.81673 0.74209 5.48342
H -2.69188 0.50454 -2.77159
H -0.06458 -1.96661 -4.54376
H -0.14752 0.33735 0.13557
H 4.09431 2.79949 3.54246
C 2.01849 1.39121 2.67146
C 1.07771 1.21414 -4.14288
P 1.31858 -0.39641 -3.28090
H -1.77874 3.49710 -0.47029
H 1.23945 -4.65583 3.20318
H -3.28893 -1.05291 -2.29764
C -1.10579 -0.99171 3.33576
C -1.22128 -0.95028 -2.29414
H -1.45376 1.31481 -6.29113
H -2.73328 1.09873 -5.05416
H 1.15031 -1.16603 -5.58371
C -0.75048 -2.13030 2.51957
H -0.09809 -0.42782 6.44098
H 0.10617 2.72906 -1.59051
C -0.76123 3.53663 -4.44532
H 3.46586 2.79300 5.21544
C 3.06694 -0.50062 -2.85920
H -3.75422 2.02651 0.04220
H -2.54927 -2.34510 1.36389
H -2.72841 -0.09352 2.23403
C -1.81053 2.43644 -0.72420
C 1.26134 -3.82201 2.48780
C 0.90202 -1.85317 4.13384
H 1.73536 1.96979 -3.67405
H -3.76312 -0.28457 -0.29021
H 0.84101 -4.17108 1.54217
C 3.19109 2.80857 4.16002
*
```

Highest occupied orbital energy (spin up / spin down), eV: -11.73 / -11.73
Max |F|, hartree/bohr: 0.068
Expectation value of S²: 2.033
Relative energy (zero: lowest compared OMol25 entry of this formula, charge and spin), kJ/mol: 263.02
Kohn-Sham gap (spin up / spin down), eV: 4.59 / 4.99

---

2.
# C25H44N7O2RuSSe

A structure of composition C25H44N7O2RuSSe (ωB97M-V/def2-TZVPD, OMol25).

The geometry in ORCA input format:
```
! wB97M-V def2-TZVPD RIJCOSX def2/J DEFGRID3
* xyz 1 1
C 2.76454 -0.58067 -3.16772
H 2.76814 -0.00587 0.80519
H 4.32503 0.97573 -0.60562
H 1.88655 4.88275 2.41966
N -2.57823 -3.70807 1.14607
C -0.13803 -0.43187 3.26715
H -1.07217 2.32144 -2.69945
H 2.24187 1.69709 1.75602
O -1.20312 -0.43529 2.62462
H -3.10731 -5.62182 -1.42757
H -1.90140 5.19193 0.08065
H -3.69155 0.34925 -1.72738
C -0.35979 2.78051 1.27762
H -1.59961 5.75127 1.73319
H -3.97107 2.34177 -2.12248
H 2.91293 3.18051 1.04939
H 4.67644 2.65868 -2.34106
C -3.46364 -4.47989 0.42997
H 5.07500 -2.20357 -0.78908
Se 0.18254 -2.93915 1.24170
H 0.23316 4.60357 2.98614
H -3.75301 -1.60315 -0.56772
H -3.07037 3.40912 -3.18124
H 1.43336 -2.55421 -1.67486
C -2.87658 -3.00280 2.38992
C -2.74875 3.15464 1.44902
C -2.79042 -4.96994 -0.63364
N -1.50203 -4.49144 -0.54842
H 2.38769 -3.47245 -0.52220
C 2.04551 2.51978 1.06094
C -2.75130 -1.33582 -0.89801
H 0.48471 -4.96782 -0.94886
H -0.28390 -3.93738 -2.16566
C 2.15740 -0.64250 0.14566
C -1.37142 -3.71648 0.54662
C -0.10552 -0.39446 4.76880
C 3.65003 1.54737 -3.86379
H -4.48327 -4.61989 0.74080
C 4.13230 1.75372 -2.57906
H 0.12899 0.61995 5.09593
C 2.97307 0.37406 -4.15461
H -1.54204 1.37726 0.74239
H -3.07874 2.83691 0.44807
H -2.80078 -1.92795 2.24564
C 1.14330 4.11904 2.64925
C 3.05088 -1.45379 -0.76103
H -2.83057 2.31395 2.13830
N -2.79413 0.00970 -1.42266
H -2.15122 -3.28437 3.14806
H 3.80187 2.29488 -4.63124
H -1.07232 -0.68030 5.17509
Ru 0.45195 -0.41864 0.68805
C -3.18051 2.37311 -2.87398
N -1.91554 1.92139 -2.31632
H 1.52596 3.49802 3.46636
H 0.67569 -1.05362 5.14176
H -3.87904 -3.28226 2.70383
H 1.90101 2.12903 0.05528
H 2.23714 -1.48823 -3.42352
H 4.84877 -0.86496 0.34134
H -3.42125 3.93913 1.79089
O 0.99375 -0.45340 2.66305
H 3.06484 -3.12049 -2.12168
C 4.38427 -1.75798 -0.07176
C -0.43451 -4.78129 -1.49594
C 3.24800 -0.38995 -1.87754
N -1.39738 3.67287 1.44115
H -3.48367 1.78170 -3.74199
H -0.24689 5.26048 0.69673
S -0.10025 0.13829 -1.68579
N 0.89421 3.30186 1.46473
H -2.06127 -1.37440 -0.05925
C 2.44419 -2.72949 -1.31227
H -2.40942 -2.04384 -1.65672
N -0.57058 1.54044 0.96862
C -1.71168 0.69175 -1.79984
C 3.93601 0.79292 -1.59907
C -1.27559 5.04504 0.96688
H -0.71336 -5.66022 -2.07088
H 2.60369 0.19378 -5.15607
H 4.22842 -2.46499 0.74546
*
```

Highest occupied orbital energy, eV: -9.77
Max |F|, hartree/bohr: 0.035
Relative energy (zero: lowest compared OMol25 entry of this formula, charge and spin), kJ/mol: 0.00
Kohn-Sham gap, eV: 7.72

---

3.
# C25H44NO6

A cluster of 2 separate species, C25H44NO6 in total (ωB97M-V/def2-TZVPD, OMol25).

The geometry in ORCA input format:
```
! wB97M-V def2-TZVPD RIJCOSX def2/J DEFGRID3
* xyz 1 1
O 3.02627 -1.94101 2.00499
H -0.34063 4.99453 -4.23465
H -1.65218 -2.13997 3.78458
H 1.32708 4.55129 -3.15714
C -1.34882 -1.87318 1.66634
C -0.96500 -0.41071 1.91064
H 0.18125 1.50763 -1.07094
H 1.86066 4.54459 -0.94970
C -0.84352 4.05951 -4.04080
H 1.56048 2.85793 -0.70707
O 4.23959 -3.39809 3.08748
H 0.53859 2.85522 1.13971
H 4.36844 -5.43159 2.65306
H 4.72036 -3.24924 0.13796
H -0.69745 0.17997 -1.82773
H -1.97408 -1.93315 0.76842
H -3.58762 2.23938 -4.79760
C 4.91997 -4.65780 3.18766
H -2.61203 -5.64792 2.13429
C 6.36231 -4.56515 2.73970
H -3.14003 -2.30140 2.83287
H -1.01969 2.18126 3.05655
C 1.99362 -0.47181 -0.69071
H -2.44486 3.03102 0.59476
H -2.71910 2.47323 2.79406
H 4.09740 -4.76929 0.78708
C -1.56525 2.50498 0.97899
H 2.99041 -3.60707 0.05669
C 3.66716 -2.95962 1.95842
C -2.65144 2.53709 -4.34533
H 1.83289 2.88190 -2.98300
H -4.42451 1.17850 -2.97982
H -2.52902 4.47217 -5.28233
H 6.44385 -4.30449 1.68409
H -3.11236 -0.61167 -0.86963
H -3.40223 1.14026 -0.70815
C 3.88551 -3.71150 0.66483
C -2.12292 0.44946 2.42351
N -0.22389 3.19224 -3.22393
O 3.24492 1.02113 -2.10199
H 1.31492 -1.27504 -0.97037
H 6.88531 -3.80201 3.31508
C -0.77630 1.99109 -2.92078
C -0.19230 4.12927 -0.44643
C -3.75511 0.21547 -1.16926
H -1.40127 1.66172 0.29984
H -1.90512 -4.56000 0.92200
H 1.57188 0.08395 0.14898
C 1.12782 3.75935 -1.14064
H -0.45280 -2.46781 1.47074
H -4.75553 0.01307 -0.78419
C -1.85040 1.95364 2.38398
H -0.23076 5.21023 -0.31729
H 2.94426 -0.87688 -0.35871
H 6.86376 -5.52035 2.89377
C -0.05132 1.03432 -2.02398
C 2.23214 0.44631 -1.85031
H -3.50101 -4.19589 1.63129
H 4.86736 -4.90339 4.24617
H -1.05036 3.85398 -1.06488
H -0.46213 4.18548 1.71647
O -1.88534 -3.92299 2.90402
H -0.13618 -0.38923 2.62319
O -2.49136 0.42200 -3.23122
C -2.06314 3.76052 -4.61744
C -3.81852 0.32246 -2.67684
H -2.31499 0.17215 3.46257
C -2.50586 -4.60708 1.83585
C -2.06527 -2.52213 2.84908
C 1.08971 3.61224 -2.66580
H -0.59753 -0.01027 0.96087
H -3.03417 0.20893 1.86544
C -0.35903 3.44232 0.92584
H -4.26402 -0.56777 -3.11626
C -2.00492 1.64774 -3.48198
O 1.14342 0.62601 -2.69496
*
```

Highest occupied orbital energy, eV: -11.48
Max |F|, hartree/bohr: 0.008
Relative energy (zero: lowest compared OMol25 entry of this formula, charge and spin), kJ/mol: 0.00
Kohn-Sham gap, eV: 7.54

---

4.
# C25H44OP2Sn

A structure of composition C25H44OP2Sn (ωB97M-V/def2-TZVPD, OMol25).

The geometry in ORCA input format:
```
! wB97M-V def2-TZVPD RIJCOSX def2/J DEFGRID3
* xyz 2 1
C 1.02871 -1.29701 0.07287
O 1.82027 -2.22257 0.06594
H 1.86007 0.71681 5.20707
C 0.34951 2.85709 3.08574
C 2.58183 2.32285 2.98961
H -0.61727 -3.61511 -4.30898
C 0.08569 4.02328 0.79680
H 0.42247 -0.05798 1.64583
H 1.60436 1.55246 -4.14312
C -3.98653 -1.04190 2.48066
H -1.18852 -2.92037 1.85919
H 3.62675 -2.15593 -2.37055
H 4.29345 2.41145 4.26258
H 4.64414 1.97962 2.57256
C 0.85145 3.28934 1.82683
C 1.36087 1.69368 5.16530
H -1.10745 4.04593 4.10194
H -2.92392 0.15950 -1.39707
H 0.51034 3.87312 -0.20393
H -2.30212 0.67874 -3.94841
C -1.02315 3.07741 3.58522
H -1.08846 1.20390 -2.76326
H 2.75506 0.51895 -5.07795
H -0.96466 3.70167 0.77796
C 3.13986 3.25883 0.63983
H -4.11976 -0.44252 3.39279
H 3.50268 4.29619 0.69102
H 3.30932 1.74929 -3.84359
C 0.57683 -1.34170 -3.16707
H 3.90387 0.78299 3.67212
C 1.41796 2.25171 3.79818
Sn -0.95148 -1.67744 -1.05459
H -1.00181 -1.21215 -4.60349
H -2.59017 -2.34710 -4.34107
C 0.06550 -2.62467 -2.52614
H -4.38146 -4.83189 2.04303
H -5.68053 -3.84031 2.77699
C -2.29080 -2.99420 1.71957
H 3.66845 -1.64704 -4.09343
H 4.66970 -0.81547 -2.81111
H -1.75115 3.07727 2.76523
C -0.98227 -3.41121 -3.29492
H 0.07358 0.12750 -4.62232
H -1.05930 -4.38085 -2.79350
H 0.32386 1.57027 5.49236
C 3.71294 -1.30146 -3.05075
H 2.63270 3.13348 -0.32565
C -2.78935 -1.84064 -2.21317
C -2.38663 -0.46809 -2.12936
P -3.51220 -2.77326 3.03639
C -0.48004 -0.52620 -3.92890
H -3.60377 -2.19776 -1.57251
H -1.30539 2.29945 4.30392
H -4.92213 -1.08759 1.90614
H 0.09158 5.10780 0.99387
C -2.44524 -2.79611 -3.34425
P 2.34240 -0.15188 -2.67779
H -3.20865 -3.61007 -3.32920
H 0.64045 0.83521 0.09735
H -5.02722 -3.41199 1.15057
H 0.88230 -3.24453 -2.14029
H 2.06984 0.33534 1.05563
C 2.54624 0.99286 -4.09957
C 2.23239 2.95789 1.76413
C 3.92503 1.84838 3.38913
H 4.01689 2.60239 0.65402
H -2.52535 -3.60439 0.81151
C 1.05207 0.03337 0.74390
C -4.78179 -3.81205 2.14613
H 1.86885 2.35333 5.88376
C -1.57562 0.29094 -3.17862
H -3.18850 -0.60727 1.85539
H 1.30242 -1.69958 -3.92451
*
```

Highest occupied orbital energy (spin up / spin down), eV: -11.75 / -11.74
Max |F|, hartree/bohr: 0.114
Relative energy (zero: lowest compared OMol25 entry of this formula, charge and spin), kJ/mol: 586.87
Kohn-Sham gap (spin up / spin down), eV: 3.56 / 3.59